# 1
Here is C19H15AsCl2F6HfN3O7S as an isolated structure from the Open Molecules 2025 dataset. Energies are from wB97M-V/def2-TZVPD.

Structure (XYZ):
```
55
C19H15AsCl2F6HfN3O7S wB97M-V/def2-TZVPD
Hf -0.0401 -0.5786 0.0002
O 2.0070 0.8366 2.3222
As 0.4672 0.6208 3.1574
O 0.7940 -1.0384 3.8910
O -0.6388 0.0811 1.9234
C -0.2328 -1.8914 4.0899
C -0.8293 -1.9002 5.3562
C -1.8815 -2.7432 5.6545
C -2.3695 -3.6144 4.6879
C -1.7751 -3.6334 3.4411
C -0.7165 -2.7837 3.1292
S -0.0507 -3.0166 1.5033
O 1.0889 -2.0948 1.3327
O 0.2153 -4.4117 1.3579
O -1.0584 -2.4696 0.5419
H 2.2465 0.3165 1.5329
H -0.4304 -1.2168 6.0948
H -2.3200 -2.7204 6.6446
H -3.1959 -4.2773 4.9062
H -2.1293 -4.3235 2.6859
N -1.4416 3.6864 -0.2116
C -1.1061 3.4953 -1.5370
C -0.3362 2.3799 -1.5587
N -0.1879 1.8910 -0.2759
C -0.8827 2.6884 0.4986
H -2.0523 4.3906 0.1605
H -1.4596 4.1412 -2.3196
H 0.0997 1.8651 -2.3965
H -1.0297 2.5729 1.5581
Cl -3.0335 0.1358 -0.1478
C -3.1385 -0.1171 -1.8785
C -4.3547 0.0240 -2.5058
C -4.4423 -0.1872 -3.8788
C -3.2890 -0.5376 -4.5718
C -2.0846 -0.6745 -3.9140
Cl -0.6721 -1.1047 -4.8525
C -1.9067 -0.4779 -2.5137
N -0.7717 -0.5861 -1.8514
H -5.2266 0.2925 -1.9231
H -5.3861 -0.0848 -4.3968
H -3.3167 -0.7102 -5.6401
C 2.5178 -0.1493 -2.8300
C 2.8013 -0.6940 -1.4326
O 1.9369 -0.1579 -0.5087
C 2.6895 -2.2454 -1.4644
F 3.2085 -2.7737 -2.5888
F 3.3054 -2.8387 -0.4360
F 1.3940 -2.6084 -1.4264
C 4.2334 -0.3208 -0.9888
F 4.4816 0.9815 -1.2292
F 4.4389 -0.5197 0.3164
F 5.1717 -1.0232 -1.6600
H 1.4951 -0.4244 -3.0925
H 3.2121 -0.5361 -3.5750
H 2.5952 0.9356 -2.7922
```

Output
Kohn-Sham gap   6.5 eV
E_HOMO   -4.058 eV
Total charge   -1

=====

# 2
Here is C19H15BiBrFN2 as an isolated structure from the Open Molecules 2025 dataset. Energies are from wB97M-V/def2-TZVPD.

Structure (XYZ):
```
39
C19H15BiBrFN2 wB97M-V/def2-TZVPD
Bi -0.7732 0.8865 -0.3904
C 4.6330 0.7228 -2.9339
C 5.0246 0.7381 -1.6034
C 4.0752 0.7923 -0.6052
C 2.7156 0.8525 -0.9330
C 2.3277 0.8316 -2.2756
C 3.2868 0.7633 -3.2653
N 1.7497 1.0172 0.0372
N 2.0258 0.6479 1.2189
C 1.0396 0.7502 2.1576
C 1.4361 0.7185 3.5031
C 0.4805 0.7351 4.4932
C -0.8675 0.7315 4.1587
C -1.2593 0.7383 2.8273
C -0.3260 0.7712 1.8145
H 5.3775 0.7042 -3.7144
H 6.0739 0.7190 -1.3492
H 4.3445 0.8227 0.4394
H 1.2788 0.8538 -2.5331
H 2.9867 0.7500 -4.3027
H 2.4932 0.7036 3.7273
H 0.7799 0.7487 5.5301
H -1.6164 0.7038 4.9339
H -2.3110 0.7275 2.5865
Br -0.6490 3.4847 -0.3016
F -2.8676 -4.6291 -1.8577
C -2.9968 -3.3381 -1.4719
C -2.8898 -2.3392 -2.4224
C -3.0051 -1.0244 -2.0210
C -3.2197 -0.6880 -0.6786
C -3.1343 0.7136 -0.2570
C -3.3460 -1.7256 0.2472
C -3.2409 -3.0484 -0.1407
H -2.7351 -2.5933 -3.4595
H -2.9372 -0.2373 -2.7586
H -3.5414 0.9118 0.7249
H -3.5108 1.4302 -0.9779
H -3.5409 -1.4937 1.2846
H -3.3623 -3.8516 0.5691
```

Output
Energy above the lowest of the compared OMol25 structures with the same formula, charge and spin   20.4 kcal per mole
Kohn-Sham gap   6.6 eV
E_HOMO   -7.786 eV

=====

# 3
Here is a single C19H15Cl2F3N4O3 molecule from the Open Molecules 2025 dataset. Energies are from wB97M-V/def2-TZVPD.

Structure (XYZ):
```
46
C19H15Cl2F3N4O3 wB97M-V/def2-TZVPD
O 4.7160 0.3753 2.2007
C 3.5573 0.2768 1.8990
N 2.6095 1.1558 2.3705
C 1.2666 1.2052 2.0564
O 0.5122 1.9417 2.6329
N 0.8702 0.3963 1.0002
C -0.5086 0.5542 0.5378
C -0.6292 1.5016 -0.6602
N -0.4093 0.8181 -1.9089
C -1.2776 0.8678 -2.9306
N -2.3236 1.6914 -2.8401
C -3.1763 1.7804 -3.8405
C -3.0449 1.0545 -5.0136
C -4.0432 1.1604 -6.1214
F -4.7665 2.2878 -6.0688
F -3.4718 1.1273 -7.3375
F -4.9335 0.1450 -6.1079
C -1.9609 0.1762 -5.1384
C -1.0744 0.0831 -4.0966
Cl 0.2852 -0.9817 -4.1859
C 1.6945 -0.4997 0.3574
O 1.3561 -1.0396 -0.6698
C 2.9912 -0.8310 1.0488
C 2.7482 -2.0723 1.9630
C 1.6821 -1.7995 2.9847
C 0.3497 -2.0793 2.7032
C -0.6490 -1.7624 3.6047
C -0.3132 -1.1597 4.8073
Cl -1.5537 -0.7477 5.9310
C 1.0113 -0.8900 5.1154
C 1.9996 -1.2110 4.2035
H 2.9162 1.8473 3.0474
H -1.0689 0.9525 1.3843
H -0.8897 -0.4325 0.2691
H 0.0898 2.3216 -0.5452
H -1.6333 1.9277 -0.7034
H 0.3123 0.1055 -1.9320
H -3.9973 2.4683 -3.6948
H -1.8279 -0.4073 -6.0363
H 3.7301 -1.1206 0.2955
H 2.4555 -2.9051 1.3220
H 3.6946 -2.3152 2.4485
H 0.0903 -2.5532 1.7673
H -1.6810 -1.9796 3.3796
H 1.2632 -0.4314 6.0581
H 3.0324 -1.0028 4.4436
```

Output
SMILES   O=C1NC(=O)N(CCNc2ncc(C(F)(F)F)cc2Cl)C(=O)[C@@H]1Cc1ccc(Cl)cc1
Kohn-Sham gap   8.7 eV
E_HOMO   -8.501 eV

=====

# 4
Here is C19H15ClCsNO4S4 as an isolated structure from the Open Molecules 2025 dataset. Energies are from wB97M-V/def2-TZVPD.

Structure (XYZ):
```
45
C19H15ClCsNO4S4 wB97M-V/def2-TZVPD
Cs -1.8132 -1.4383 1.2917
S 1.7891 -1.7441 2.1397
C 2.7451 -2.8415 1.1526
C 4.1265 -2.9752 1.4760
C 4.9660 -3.8152 0.7627
C 4.4421 -4.5733 -0.2907
C 3.1063 -4.4240 -0.6604
C 2.2625 -3.5901 0.0627
S 0.6103 -3.3107 -0.5822
C 0.9857 -1.9497 -1.6802
C 1.5067 -0.6887 -1.0215
C 2.8866 -0.5782 -0.7947
C 3.3679 0.5889 -0.2546
C 2.4753 1.7024 -0.0608
C 1.1359 1.4519 -0.2868
C 0.1091 2.5705 -0.2216
S -1.2527 2.2753 0.9924
C -2.4084 3.5160 0.5099
C -2.7347 4.4424 1.5256
C -3.6692 5.4969 1.3141
C -4.2624 5.5441 0.0673
C -4.0085 4.6172 -0.8759
C -3.0514 3.5847 -0.7707
S -2.6987 2.5488 -2.0728
N 0.6722 0.3236 -0.8144
H 4.4653 -2.3660 2.2997
H 5.9898 -3.8636 1.0388
H 5.0888 -5.2117 -0.8602
H 2.7084 -4.9912 -1.5099
H 0.0684 -1.7828 -2.2493
H 1.7918 -2.2456 -2.3970
H 3.5637 -1.3913 -0.9797
H 4.4018 0.6243 -0.0425
H 2.8387 2.6776 0.2527
H -0.3547 2.6637 -1.1846
H 0.5795 3.5330 0.0433
H -2.2517 4.2798 2.4837
H -3.9913 6.1596 2.0688
H -5.0275 6.2749 -0.1741
H -4.5100 4.5912 -1.8260
O -6.7494 -3.1217 0.8590
Cl -5.3477 -3.1565 0.4062
O -4.7889 -4.4749 0.2812
O -5.2595 -2.4662 -0.8600
O -4.5033 -2.4665 1.4424
```

Output
Kohn-Sham gap   5.4 eV
E_HOMO   -1.529 eV
Total charge   -2

=====

# 5
Here is C19H15I2N4ORu as an isolated structure from the Open Molecules 2025 dataset. Energies are from wB97M-V/def2-TZVPD.

Structure (XYZ):
```
42
C19H15I2N4ORu wB97M-V/def2-TZVPD
Ru 0.2390 -0.2801 0.1884
I 0.8216 6.3559 -3.3637
C 0.1984 4.7579 -2.2329
C -0.4191 4.9708 -0.9530
C -0.5874 3.9884 -0.1019
I -1.4208 4.4384 1.7129
C -0.1875 2.6304 -0.5825
O -0.4458 1.5671 0.1874
C 0.1541 2.4111 -1.8854
C 0.3650 1.0070 -2.4536
N 1.2463 0.1999 -1.5513
C 1.7160 -1.0794 -2.2370
C 0.8712 -2.2330 -1.7400
C 0.5417 -3.3353 -2.5299
C -0.2028 -4.3471 -2.0635
C -0.7409 -4.2610 -0.7890
C -0.5918 -3.1304 -0.0578
N 0.2761 -2.1610 -0.5138
C 0.6018 3.4696 -2.7365
H -0.6590 6.0996 -0.9257
H 0.6627 1.1197 -3.4213
H -0.5490 0.3934 -2.6162
H 2.0824 0.7752 -1.3564
H 2.7750 -1.3835 -2.0785
H 1.5255 -1.0142 -3.3008
H 1.0503 -3.3601 -3.4554
H -0.4402 -5.2644 -2.5811
H -1.4529 -5.0524 -0.4987
H -1.0712 -2.9478 0.9160
H 1.1120 3.3852 -3.7093
N -2.5758 1.8838 5.3985
C -1.8413 1.1154 4.9409
C -0.9941 0.1461 4.2630
C -0.4528 -0.9394 4.9429
C 0.1354 -1.9948 4.1939
C 0.2408 -1.8176 2.8499
N -0.3222 -0.7590 2.1906
C -0.9673 0.1901 2.8810
H -0.5241 -1.0927 5.9965
H 0.5181 -2.9240 4.6349
H 0.8363 -2.4332 2.1808
H -1.5239 0.9053 2.2575
```

Output
Expectation value of S²   6.035
Kohn-Sham gap (alpha / beta)   7.4 / 4.6 eV
Multiplicity   5
E_HOMO (alpha / beta)   -17.323 / -17.223 eV
Total charge   +3

=====

# 6
Here is C19H16AuN3OS as an isolated structure from the Open Molecules 2025 dataset. Energies are from wB97M-V/def2-TZVPD.

Structure (XYZ):
```
41
C19H16AuN3OS wB97M-V/def2-TZVPD
Au -1.3685 -1.4587 -1.4390
C 3.7723 -1.7807 -0.1918
N 2.7084 -1.7508 0.7936
C 2.8850 -1.7683 2.1583
C 1.6710 -1.7262 2.7156
N 0.7198 -1.6805 1.6905
C 1.3880 -1.7050 0.4820
S 0.9656 -1.6686 -1.1628
C -0.6863 -1.6119 1.9898
C -1.1127 -1.6200 3.3161
C -2.4741 -1.5627 3.5580
C -3.3595 -1.5001 2.4954
C -2.8449 -1.4916 1.2105
N -1.5315 -1.5430 0.9894
H 4.7245 -1.8161 0.3306
H 3.7264 -0.8890 -0.8156
H 3.6684 -2.6573 -0.8295
H 3.8570 -1.8054 2.6149
H 1.4196 -1.7181 3.7550
H -0.4345 -1.6730 4.1508
H -2.8338 -1.5704 4.5785
H -4.4277 -1.4581 2.6540
H -3.4665 -1.4485 0.3109
O -3.2510 -1.4589 -1.6810
C 1.9843 3.0375 -2.6775
C 2.0868 1.6287 -2.6927
C 1.0018 0.8795 -2.3446
C -0.2323 1.4456 -1.9548
C -1.3648 0.6604 -1.5650
C -2.5309 1.2914 -1.2262
C -2.6182 2.7037 -1.2354
C -1.5501 3.4732 -1.5820
C -0.3285 2.8625 -1.9499
C 0.8066 3.6291 -2.3201
H 2.8350 3.6476 -2.9541
H 3.0156 1.1505 -2.9793
H 1.0278 -0.1868 -2.3863
H -3.3923 0.7045 -0.9484
H -3.5553 3.1715 -0.9596
H -1.6276 4.5541 -1.5831
H 0.7270 4.7101 -2.3151
```

Output
Energy above the lowest of the compared OMol25 structures with the same formula, charge and spin   0.0 kcal per mole
Kohn-Sham gap (alpha / beta)   7.1 / 7.5 eV
E_HOMO (alpha / beta)   -6.904 / -7.592 eV

=====

# 7
Here is C19H16B2Cl5F4LuN6O7S2 as an isolated structure from the Open Molecules 2025 dataset. Energies are from wB97M-V/def2-TZVPD.

Structure (XYZ):
```
62
C19H16B2Cl5F4LuN6O7S2 wB97M-V/def2-TZVPD
Lu -0.1530 -0.7492 0.3657
C -4.7202 -0.5575 1.1966
C -3.3432 -0.4405 0.6081
N -2.3803 -1.2927 0.9795
O -2.5932 -1.9889 2.1256
B -1.4511 -1.6972 3.0837
F -0.1749 -1.9897 2.4147
F -1.6675 -2.3967 4.2317
O -1.5264 -0.2483 3.4013
N -0.7461 0.4675 2.5299
C -0.2655 1.5721 3.0018
C -0.6313 2.0711 4.3910
C 0.6554 2.2911 2.1021
N 0.3602 1.6660 0.7785
O 0.2124 2.5821 -0.1523
B -0.8389 2.6541 -1.1882
F -2.0272 3.2787 -0.6041
F -0.2594 3.3143 -2.2365
O -1.3269 1.3071 -1.7089
N -1.7117 0.4168 -0.7196
C -2.9650 0.5268 -0.3449
C -3.9627 1.5246 -0.8461
C 0.6593 3.8154 2.0758
H -4.6780 -0.7491 2.2651
H -5.2851 -1.3937 0.7213
H -5.3425 0.3509 0.9508
H -0.1525 1.3674 5.1391
H -1.7054 1.9324 4.5470
H -0.3323 3.0958 4.5696
H -4.0514 2.4267 -0.2077
H -4.9691 1.0637 -0.9327
H -3.6349 1.9215 -1.8115
H 1.0883 4.1628 3.0340
H -0.3531 4.2280 1.9472
H 1.3123 4.0958 1.2615
Cl 4.7760 0.8549 -5.7658
C 3.6727 0.7047 -4.4963
C 3.9054 1.2937 -3.2332
Cl 5.3487 2.2187 -3.1240
C 3.1070 1.1189 -2.1121
Cl 3.6193 1.6805 -0.6113
C 1.9102 0.2697 -2.2216
O 1.1620 0.0449 -1.1947
C 1.6216 -0.2948 -3.5281
Cl 0.1935 -1.2244 -3.6809
C 2.4797 -0.0805 -4.6260
Cl 2.0511 -0.6502 -6.1921
O -0.3907 -2.5995 -0.5884
N 0.5449 -3.4397 -1.0488
C 0.0844 -4.5185 -1.7599
C 1.0065 -5.4573 -2.1286
C 2.3798 -5.3807 -1.8341
C 2.8163 -4.2641 -1.1166
C 1.8784 -3.2834 -0.6599
S 2.4551 -2.0810 0.4130
H -0.9727 -4.4584 -1.9288
H 0.5939 -6.2806 -2.7190
H 3.1345 -6.1271 -2.1867
H 3.8981 -4.0861 -0.9029
O 2.8152 3.4780 4.2428
S 2.8954 2.1361 3.6287
N 1.9744 1.7968 2.4064
```

Output
Energy above the lowest of the compared OMol25 structures with the same formula, charge and spin   2.2 kcal per mole
Expectation value of S²   0.754
Kohn-Sham gap (alpha / beta)   5.7 / 5.7 eV
Multiplicity   2
E_HOMO (alpha / beta)   -4.781 / -4.778 eV
Total charge   -1

=====

# 8
Here is a single C19H16BrN3O3 molecule from the Open Molecules 2025 dataset. Energies are from wB97M-V/def2-TZVPD.

Structure (XYZ):
```
42
C19H16BrN3O3 wB97M-V/def2-TZVPD
O 0.2771 1.6917 2.5047
C 0.2577 1.6166 1.2889
C -1.0583 1.5362 0.5666
C -1.9791 0.6146 0.9234
C -3.2767 0.6132 0.3195
C -4.2678 -0.3238 0.6273
C -5.4927 -0.2415 0.0050
Br -6.8421 -1.5134 0.4215
C -5.7690 0.7570 -0.9273
C -4.8012 1.6856 -1.2393
C -3.5527 1.6202 -0.6203
O -2.6339 2.5509 -0.9508
C -1.3809 2.5852 -0.4041
O -0.6386 3.4664 -0.7540
N 1.3636 1.6204 0.5262
C 1.3950 1.3199 -0.8913
C 2.7092 0.5909 -1.2138
N 3.0692 -0.3048 -0.1417
C 2.6736 -1.6122 -0.2007
C 3.0346 -2.5454 0.7872
C 2.6323 -3.8539 0.6354
C 1.8966 -4.2216 -0.4861
C 1.6112 -3.2370 -1.4123
N 1.9762 -1.9739 -1.2811
C 3.3590 0.3560 1.1155
C 2.6600 1.7253 1.1559
H -1.7433 -0.1316 1.6688
H -4.0627 -1.0983 1.3502
H -6.7384 0.7989 -1.3988
H -4.9887 2.4696 -1.9549
H 1.3135 2.2413 -1.4784
H 0.5520 0.6692 -1.1375
H 2.5888 0.0022 -2.1221
H 3.5244 1.3064 -1.3516
H 3.6355 -2.2553 1.6335
H 2.8980 -4.5904 1.3804
H 1.5694 -5.2379 -0.6344
H 1.0531 -3.4579 -2.3138
H 2.9821 -0.2533 1.9397
H 4.4417 0.4875 1.2427
H 3.2443 2.4865 0.6326
H 2.5078 2.0401 2.1892
```

Output
SMILES   O=C(c1cc2cc(Br)ccc2oc1=O)N1CCN(c2ccccn2)CC1
Energy above the lowest of the compared OMol25 structures with the same formula, charge and spin   0.0 kcal per mole
Kohn-Sham gap   7.6 eV
E_HOMO   -8.081 eV

=====

no.,total energy (eV)
1,-153089.3884
2,-101525.3136
3,-65250.0517
4,-86033.8989
5,-46706.0170
6,-41003.4736
7,-173370.4729
8,-100618.6306